Entry P
An isolated ion of composition C3H7N2OS and charge +1. Source: the Open Molecules 2025 dataset; level of theory: wB97M-V/def2-TZVPD.

Last column: Löwdin charge in e.
Atoms and positions in Å:
N  3.1807  -0.3979  0.0039  0.14
C  1.9159  -0.5643  0.0208  -0.71
O  1.1931  -1.5518  0.0287  0.00
S  1.0816  1.2307  0.0710  0.98
C  -0.6370  1.3366  -0.0744  -0.47
C  -1.8114  0.7306  -0.0384  -0.15
N  -2.1469  -0.7635  0.0287  0.18
H  3.5267  0.5263  0.0836  0.08
H  3.8908  -1.1487  -0.3126  0.20
H  -0.7998  2.4390  -0.1148  0.09
H  -2.6873  1.2837  0.1334  0.10
H  -2.5175  -0.6704  0.9263  0.11
H  -2.9408  -1.0374  -0.7154  0.24
H  -1.2482  -1.4130  -0.0408  0.20

Results
HOMO-LUMO gap, eV: 9.579
SMILES: NC(=O)S/C=C\[NH3+]
Highest occupied orbital energy, eV: -13.18
Net charge: +1



Entry Q
An isolated ion of composition C3H7N2OS and charge +1. Source: the Open Molecules 2025 dataset; level of theory: wB97M-V/def2-TZVPD.

Last column: Löwdin charge in e.
Atoms and positions in Å:
N  -0.3326  -0.3016  1.8642  0.15
C  -0.0468  -0.6816  0.6243  -0.24
N  -0.8948  0.5129  -0.4569  0.12
C  0.0819  0.5732  -1.5019  -0.17
O  1.4007  0.4805  -0.9638  -0.01
C  1.3196  -0.4642  0.0155  -0.80
S  2.5505  -1.3080  0.5809  0.93
H  0.1783  0.4591  2.1719  0.10
H  -1.0962  -0.7349  2.4336  0.17
H  -0.3876  -1.5736  0.2635  0.13
H  -0.8382  1.3015  0.1892  0.16
H  -1.7738  0.5563  -0.9184  0.16
H  -0.0909  -0.2337  -2.1411  0.13
H  -0.0700  1.4141  -2.1610  0.16

Results
HOMO-LUMO gap, eV: 9.103
SMILES: N[C@H]1[NH2+]COC1=S
Highest occupied orbital energy, eV: -13.36
Net charge: +1



Entry R
A 2-piece molecular cluster, C3H7N2OS overall. Source: the Open Molecules 2025 dataset; level of theory: wB97M-V/def2-TZVPD.

Last column: Löwdin charge in e.
Atoms and positions in Å:
C  -3.4190  -1.3596  1.5656  0.06
C  -0.2298  0.1283  -0.1118  -0.42
C  0.8108  -0.4935  0.7675  0.03
N  -0.0204  0.9027  -1.1439  0.20
N  -1.4917  -0.0935  0.2509  -0.33
O  -4.0614  -1.9100  2.2943  0.20
S  -2.7467  0.6476  -0.6786  0.90
H  -3.1823  1.1722  0.4472  -0.09
H  0.3908  -1.2320  1.4338  0.09
H  1.7377  -0.8648  0.3864  0.09
H  1.0915  0.3142  1.4956  0.13
H  0.9521  1.1146  -1.4504  0.18
H  -0.8405  1.2946  -1.4471  -0.01
H  -2.0582  -0.7661  0.8997  -0.02

Results
HOMO-LUMO gap, eV: 10.851
Highest occupied orbital energy, eV: -14.20
Net charge: +1



Most stable = entry R



Entry P
C4H7N2 as an isolated structure. Source: the Open Molecules 2025 dataset; level of theory: wB97M-V/def2-TZVPD.

Last column: Löwdin charge in e.
Atoms and positions in Å:
C  1.7665  -0.3211  -0.0410  -0.12
C  -2.7009  -0.0830  0.1312  0.08
C  0.6310  0.6834  -0.2131  -0.02
C  0.7565  -1.2817  0.1194  -0.03
N  -1.6651  -0.6793  -0.3418  0.07
N  -0.3084  -0.5527  -0.0477  -0.03
H  2.2268  -0.6673  -1.0170  0.17
H  2.5442  0.0187  0.7110  0.17
H  -2.7828  0.3946  1.1145  0.10
H  -3.6080  -0.1748  -0.4943  0.11
H  0.4063  1.2851  0.7818  0.17
H  0.5628  1.3922  -1.1082  0.16
H  0.7503  -2.3659  0.4529  0.18

Results
HOMO-LUMO gap, eV: 9.933
Highest occupied orbital energy, eV: -14.64
Net charge: +1



Entry Q
An isolated ion of composition C4H7N2 and charge +1. Source: the Open Molecules 2025 dataset; level of theory: wB97M-V/def2-TZVPD.

Last column: Löwdin charge in e.
Atoms and positions in Å:
C  2.2735  0.0111  -0.6830  0.06
N  1.9984  -0.2705  0.7242  0.14
C  0.9429  -0.0747  0.0635  0.08
N  -0.7914  -0.5429  0.3373  0.05
C  -1.7325  -0.2446  -0.6277  -0.17
C  -1.8468  0.3754  0.7015  -0.09
H  2.2142  -0.8248  -1.3258  0.11
H  2.8229  0.9066  -0.7962  0.11
H  2.2747  -0.2863  1.7749  0.24
H  -2.4228  -0.9982  -0.9896  0.13
H  -1.5469  0.4897  -1.3494  0.11
H  -1.7588  1.4419  0.6371  0.12
H  -2.4274  0.0173  1.5332  0.12

Results
HOMO-LUMO gap, eV: 9.869
SMILES: C1NC1=[N+]1CC1
Highest occupied orbital energy, eV: -15.10
Net charge: +1



Entry R
An isolated ion of composition C4H7N2 and charge +1. Source: the Open Molecules 2025 dataset; level of theory: wB97M-V/def2-TZVPD.

Last column: Löwdin charge in e.
Atoms and positions in Å:
C  2.7670  0.4685  -0.2475  0.23
C  1.8049  -0.2154  0.0231  -0.12
N  0.5631  -0.8329  0.1241  0.12
C  -0.4579  0.1493  0.7735  -0.22
C  -1.6637  0.2147  -0.1798  -0.04
N  -0.6411  1.2693  0.0008  0.06
H  3.6662  0.9759  -0.4353  0.06
H  0.7631  -1.7464  0.6957  0.26
H  0.3320  -0.9595  -0.7843  0.12
H  -0.4543  0.1220  1.8188  0.14
H  -1.7223  -0.4038  -1.1126  0.12
H  -2.7283  0.4300  0.1741  0.14
H  0.0259  1.5649  -0.7145  0.13

Results
HOMO-LUMO gap, eV: 11.059
SMILES: C#C[NH2+][C@@H]1CN1
Highest occupied orbital energy, eV: -14.80
Net charge: +1



Entry S
An isolated ion of composition C4H7N2 and charge +1. Source: the Open Molecules 2025 dataset; level of theory: wB97M-V/def2-TZVPD.

Last column: Löwdin charge in e.
Atoms and positions in Å:
C  -0.7035  -0.9076  0.1876  -0.04
C  -1.5949  0.2417  -0.2536  0.00
C  2.5718  -0.8199  -0.2821  0.21
C  0.8252  1.0730  0.0922  0.03
N  2.0841  0.4958  -0.0490  -0.02
N  -0.3039  0.4318  0.2943  -0.01
H  -1.0512  -1.4776  0.9656  0.11
H  -0.2136  -1.5112  -0.6093  0.14
H  -1.6340  0.2342  -1.3408  0.13
H  -2.5672  0.5130  0.1785  0.15
H  1.8018  -1.5538  -0.1392  -0.02
H  0.9627  2.1894  0.1612  0.19
H  2.9464  1.0521  0.0225  0.14

Results
HOMO-LUMO gap, eV: 7.782
Highest occupied orbital energy, eV: -13.86
Net charge: +1



Most stable = entry P



Entry P
A 2-piece molecular cluster, C4H7N2 overall. Source: the Open Molecules 2025 dataset; level of theory: wB97M-V/def2-TZVPD.

Last column: Löwdin charge in e.
Atoms and positions in Å:
C  0.8846  -1.3731  -2.3994  0.02
C  0.1318  0.8934  0.7704  0.03
C  0.9447  1.9833  0.3352  0.02
C  -1.3601  -1.1365  1.0971  -0.01
N  0.4425  -0.7524  -1.5534  0.09
N  -0.4989  -0.0660  0.9954  0.14
H  0.9409  -2.0071  -3.2221  0.06
H  1.8077  2.2105  0.9167  0.10
H  0.2710  2.8813  0.1347  0.15
H  1.2832  1.5384  -0.6097  0.10
H  -1.1482  -1.9646  0.5217  0.09
H  -2.2818  -0.7477  0.9038  0.09
H  -1.4174  -1.4595  2.1095  0.12

Results
HOMO-LUMO gap, eV: 13.406
Highest occupied orbital energy, eV: -16.76
Net charge: +1



Entry Q
An isolated ion of composition C4H7N2 and charge +1. Source: the Open Molecules 2025 dataset; level of theory: wB97M-V/def2-TZVPD.

Last column: Löwdin charge in e.
Atoms and positions in Å:
C  -0.8098  -1.1123  0.0247  -0.14
C  0.6450  -0.8117  -0.3397  -0.18
C  0.8761  0.6713  -0.2915  -0.13
C  -1.6228  0.0962  0.3569  0.14
N  1.4046  -0.1155  0.6742  0.12
N  -0.7342  1.1652  0.0282  0.02
H  -1.3623  -1.6858  -0.7769  0.16
H  -0.7263  -1.7660  0.8988  0.14
H  1.2169  -1.2358  -1.1319  0.14
H  1.2676  1.5392  -0.8264  0.16
H  1.6775  -0.3394  1.5817  0.14
H  -0.7763  2.0189  0.7492  0.23
H  -1.0559  1.5757  -0.9474  0.23

Results
HOMO-LUMO gap, eV: 8.138
Highest occupied orbital energy, eV: -13.85
Net charge: +1



Most stable = entry P



Entry P
An isolated ion of composition C4H7N2 and charge +1. Source: the Open Molecules 2025 dataset; level of theory: wB97M-V/def2-TZVPD.

Last column: Löwdin charge in e.
Atoms and positions in Å:
C  1.8526  -0.1792  0.1432  -0.14
N  0.7687  -0.5660  -0.6257  0.06
N  -0.6480  -0.0482  0.2537  -0.01
C  -1.8780  -0.8086  0.3322  0.12
C  -2.0985  0.1755  -0.5139  0.17
C  -1.0939  1.2080  -0.2210  -0.05
H  1.9929  -0.7828  1.1794  0.15
H  2.7533  -0.1769  -0.5185  0.13
H  1.7424  0.8010  0.3379  0.03
H  0.6542  -1.4834  -0.8465  0.07
H  -2.1635  -1.7018  0.9141  0.16
H  -0.4454  1.7051  -0.9882  0.17
H  -1.4367  1.8574  0.5533  0.14

Results
HOMO-LUMO gap, eV: 9.225
SMILES: CN[N@+]12C=C1C2
Highest occupied orbital energy, eV: -14.50
Net charge: +1



Entry Q
C4H7N2 as an isolated structure. Source: the Open Molecules 2025 dataset; level of theory: wB97M-V/def2-TZVPD.

Last column: Löwdin charge in e.
Atoms and positions in Å:
C  -0.8993  0.9201  0.2317  0.02
C  -1.5378  -0.4418  -0.3201  0.04
C  1.6744  0.1912  0.1125  -0.08
C  -0.0547  -0.4463  -0.6271  -0.22
N  0.9257  -1.1064  0.0279  0.17
N  0.5622  0.8906  -0.6007  0.11
H  -1.5152  1.6943  -0.0895  0.11
H  -0.6512  1.0764  1.2283  0.11
H  -1.8554  -1.3051  0.4416  0.18
H  -2.3534  -0.4546  -0.9766  0.10
H  1.8414  0.6623  1.0534  0.12
H  2.7072  0.3834  -0.4133  0.18
H  1.1563  -2.0641  -0.0681  0.15

Results
HOMO-LUMO gap, eV: 11.320
Highest occupied orbital energy, eV: -16.09
Net charge: +1



Entry R
A 2-piece molecular cluster, C4H7N2 overall. Source: the Open Molecules 2025 dataset; level of theory: wB97M-V/def2-TZVPD.

Last column: Löwdin charge in e.
Atoms and positions in Å:
C  0.6600  0.1976  -0.2956  -0.12
C  -0.6449  -0.0117  0.0008  0.30
C  1.9263  0.8253  -0.4853  0.03
C  0.2347  -2.0829  0.9469  0.11
N  -3.0199  1.7640  -0.5710  0.11
N  0.2938  -0.9900  0.3667  -0.08
H  2.5274  -0.0397  -0.2004  0.11
H  2.1384  1.7114  0.1438  0.13
H  2.1027  1.1117  -1.4865  0.10
H  1.2167  -2.6386  0.8811  0.14
H  -3.0571  1.5770  0.4938  0.01
H  -0.6872  -2.5946  1.3139  0.14
H  -3.6908  1.1705  -1.1080  0.00

Results
HOMO-LUMO gap (spin up / spin down), eV: 10.112 / 6.252
Highest occupied orbital energy (spin up / spin down), eV: -14.81 / -14.56
Net charge: +1



Entry S
An isolated ion of composition C4H7N2 and charge +1. Source: the Open Molecules 2025 dataset; level of theory: wB97M-V/def2-TZVPD.

Last column: Löwdin charge in e.
Atoms and positions in Å:
N  0.9692  -0.3938  1.8640  0.23
C  0.2996  -0.3092  0.7012  -0.29
C  -1.1196  0.1180  0.5398  0.01
C  -1.4611  0.1992  -0.7590  0.08
C  0.0023  0.0275  -1.5799  -0.06
N  0.8505  -0.3680  -0.4779  0.06
H  0.3846  -0.0106  2.5606  0.12
H  1.9588  -0.3244  1.8725  0.13
H  -1.6844  0.3126  1.3513  0.08
H  -2.3754  0.5804  -1.3580  0.16
H  -0.0316  -0.6070  -2.4838  0.14
H  0.3266  1.1059  -1.6609  0.15
H  1.8807  -0.3305  -0.5698  0.19

Results
HOMO-LUMO gap, eV: 11.060
SMILES: [NH2+]=C1C=CCN1
Highest occupied orbital energy, eV: -15.34
Net charge: +1



Most stable = entry S



Entry P
An isolated ion of composition C3H3N2O and charge +1. Source: the Open Molecules 2025 dataset; level of theory: wB97M-V/def2-TZVPD.

Last column: Löwdin charge in e.
Atoms and positions in Å:
C  -1.2605  -0.3844  0.5162  0.24
C  0.1334  -0.1643  0.0911  -0.32
C  0.9342  1.1367  0.0920  0.05
N  0.3439  -1.2040  -0.5024  0.44
N  -2.0683  -1.3406  0.2151  0.04
O  -1.6634  -2.2645  -0.4683  0.19
H  1.0141  1.4871  -1.0633  0.18
H  2.0246  0.9173  0.3940  0.14
H  0.5420  1.8167  0.7256  0.04

Results
HOMO-LUMO gap (spin up / spin down), eV: 7.639 / 7.212
Highest occupied orbital energy (spin up / spin down), eV: -16.79 / -16.87
Net charge: +1



Entry Q
An isolated ion of composition C3H3N2O and charge +1. Source: the Open Molecules 2025 dataset; level of theory: wB97M-V/def2-TZVPD.

Last column: Löwdin charge in e.
Atoms and positions in Å:
C  -1.4698  -0.0601  -0.1306  0.04
C  -0.3090  0.6057  0.2695  -0.02
N  0.5115  1.4835  0.6431  0.31
C  1.3966  0.4197  0.1172  -0.01
N  2.2785  -0.3664  0.0183  0.01
O  2.9913  -1.1802  -0.3778  0.24
H  -2.3157  0.3803  0.4131  0.14
H  -1.5388  -1.2000  0.2091  0.19
H  -1.5446  -0.0825  -1.1620  0.10

Results
HOMO-LUMO gap, eV: 8.864
SMILES: Cc1nc1=[N+]=O
Highest occupied orbital energy, eV: -15.72
Net charge: +1



Entry R
An isolated ion of composition C3H3N2O and charge +1. Source: the Open Molecules 2025 dataset; level of theory: wB97M-V/def2-TZVPD.

Last column: Löwdin charge in e.
Atoms and positions in Å:
C  1.3357  0.0478  -0.0003  0.04
C  -0.1122  0.1315  -0.0030  -0.14
C  -1.0723  -0.9994  -0.0004  -0.07
N  -2.1502  -1.3515  0.0011  0.27
N  -1.0094  1.0065  -0.0024  0.17
O  -2.1575  1.1021  0.0031  0.35
H  1.7543  0.5001  -0.9048  0.13
H  1.6597  -0.9963  0.0344  0.12
H  1.7521  0.5591  0.8723  0.13

Results
HOMO-LUMO gap (spin up / spin down), eV: 7.712 / 7.709
SMILES: CC(C#N)=[N+]=O
Highest occupied orbital energy (spin up / spin down), eV: -17.46 / -17.46
Net charge: +1



Most stable = entry Q